A single C5H7N5 molecule. Source: OMol25; level of theory: ωB97M-V with the def2-TZVPD basis set.

Last columns: bonded neighbours and bond lengths (Å).
Atoms and positions in Å:
1 C -2.125 -0.092 0.044  N13 1.364, N14 1.250, N15 1.447
2 C 0.302 -0.309 -0.341  N15 1.367, N16 1.347, N17 1.383
3 C 1.769 1.318 0.285  C4 1.369, H10 1.112, N16 1.350
4 C 2.798 0.417 0.321  C3 1.369, C5 1.396, H11 1.003
5 C 2.439 -0.878 -0.054  C4 1.396, H12 1.108, N17 1.350
6 H -2.854 1.825 0.115  N13 1.033
7 H -1.596 1.549 -0.913  N13 0.973
8 H -2.669 -1.492 1.331  N14 1.009
9 H -1.051 -1.740 -0.635  N15 1.003
10 H 2.101 2.380 0.285  C3 1.112
11 H 3.737 0.702 0.529  C4 1.003
12 H 3.226 -1.658 -0.027  C5 1.108
13 N -2.370 1.140 -0.488  C1 1.364, H6 1.033, H7 0.973
14 N -2.896 -0.623 0.872  C1 1.250, H8 1.009
15 N -0.977 -0.743 -0.552  C1 1.447, C2 1.367, H9 1.003
16 N 0.489 0.973 0.028  C2 1.347, C3 1.350
17 N 1.184 -1.361 -0.176  C2 1.383, C5 1.350

HOMO level (eV): -9.03
Kohn-Sham gap (eV): 9.38
SMILES: [H]/N=C(/N)Nc1ncccn1
Energy above the lowest of the compared OMol25 structures with the same formula, charge and spin (kJ/mol): 12.03